(1)
A cluster of 9 separate species, C24H54N2O10 in total in a non-equilibrium geometry, computed with wB97M-V/def2-TZVPD.

HOMO-LUMO gap = 8.8 eV
net charge = 0
2S+1 = 1
HOMO = -8.69 eV
SMILES = Nc1ccc2c(c1)C(=O)NC2=O.CCO.CCO.CCO.CCO.CCO.CCO.CCO.CCO
F_max = 1.2 eV/A
relative energy (zero: lowest compared OMol25 entry of this formula, charge and spin) = 0.000 eV

Geometry as XYZ:
```
90
Properties=species:S:1:pos:R:3:forces:R:3
N 0.534 1.041 -1.716 0.339 -1.086 0.323
C 0.674 0.472 -0.419 0.296 0.588 -0.518
C -0.181 -0.538 0.022 -0.162 -0.330 0.334
C -0.054 -1.093 1.290 0.022 0.266 0.042
C 0.979 -0.624 2.092 -0.258 -0.142 0.370
C 1.815 0.377 1.654 0.176 0.683 -0.493
C 1.684 0.964 0.409 -0.259 -0.234 0.460
C 2.820 0.673 2.709 -0.666 -0.873 -0.082
O 3.593 1.569 2.773 0.747 0.612 -0.051
N 2.708 -0.386 3.708 -0.121 0.140 -0.533
C 1.404 -0.996 3.466 0.223 0.470 -0.767
O 0.828 -1.632 4.290 -0.244 -0.465 0.599
H 1.467 1.155 -2.103 -0.055 0.480 -0.010
H 0.071 0.356 -2.306 -0.273 0.257 -0.044
H -0.952 -0.886 -0.650 -0.116 -0.064 -0.004
H -0.727 -1.857 1.651 -0.149 -0.057 -0.070
H 2.332 1.755 0.077 0.111 0.134 -0.038
H 3.376 -1.075 3.352 0.303 -0.075 0.772
C -2.536 -3.644 5.826 -0.033 0.013 0.008
C -2.627 -4.064 4.370 0.363 0.168 -0.025
O -1.739 -3.319 3.550 -0.449 0.060 0.232
H -2.757 -2.581 5.927 -0.031 0.000 -0.018
H -3.235 -4.209 6.445 0.015 -0.008 0.012
H -1.526 -3.805 6.210 0.000 -0.052 0.009
H -3.631 -3.885 3.984 -0.017 -0.017 -0.045
H -2.408 -5.134 4.269 -0.112 -0.081 0.041
H -0.840 -3.466 3.868 0.161 0.027 -0.144
C -4.224 2.043 -1.009 -0.156 -0.064 -0.010
C -3.138 1.025 -0.733 0.028 0.240 -0.155
O -2.701 0.388 -1.938 0.133 -0.217 0.081
H -5.079 1.568 -1.489 0.001 -0.051 0.036
H -4.556 2.522 -0.086 0.064 0.024 0.003
H -3.859 2.814 -1.685 0.018 0.076 0.068
H -3.502 0.240 -0.070 0.079 -0.106 -0.071
H -2.278 1.507 -0.254 -0.039 -0.020 0.092
H -2.374 1.085 -2.517 -0.123 0.089 0.000
C -2.075 5.770 1.777 -0.079 -0.017 -0.022
C -1.753 4.685 0.765 0.016 0.231 -0.113
O -2.594 4.765 -0.384 0.010 -0.071 0.089
H -3.118 5.700 2.088 0.007 -0.038 0.025
H -1.439 5.686 2.659 0.011 0.013 -0.010
H -1.930 6.761 1.340 0.070 0.002 0.021
H -1.916 3.699 1.198 -0.020 -0.042 -0.061
H -0.705 4.751 0.454 0.035 -0.076 0.089
H -2.456 5.625 -0.792 -0.004 0.009 -0.016
C 6.310 2.073 -1.467 -0.039 0.005 -0.136
C 4.887 2.358 -1.027 0.089 -0.245 0.078
O 3.943 1.581 -1.770 -0.039 0.081 -0.136
H 6.428 2.278 -2.532 0.039 0.042 0.010
H 7.022 2.683 -0.910 -0.001 -0.020 0.024
H 6.562 1.021 -1.310 0.016 0.014 0.088
H 4.632 3.402 -1.202 -0.085 -0.008 -0.028
H 4.765 2.152 0.042 0.012 0.111 0.022
H 4.146 0.652 -1.618 0.020 -0.010 -0.007
C -0.633 -5.607 -0.094 -0.082 0.146 -0.113
C -0.861 -4.492 0.913 -0.270 -0.351 0.047
O -1.923 -3.627 0.534 0.125 0.160 -0.365
H -0.411 -5.191 -1.078 0.051 -0.007 -0.007
H 0.196 -6.249 0.209 -0.013 -0.005 0.012
H -1.528 -6.225 -0.197 0.026 -0.051 0.051
H 0.025 -3.867 1.002 0.009 0.006 0.051
H -1.083 -4.901 1.904 0.202 -0.005 -0.055
H -2.736 -4.136 0.476 -0.002 -0.021 0.068
C 4.239 4.589 -5.252 0.034 0.005 -0.053
C 5.159 3.395 -5.069 0.007 0.241 0.253
O 6.524 3.802 -4.969 -0.018 -0.155 -0.117
H 4.517 5.148 -6.146 -0.017 -0.031 -0.029
H 3.199 4.273 -5.344 -0.003 0.007 0.028
H 4.318 5.270 -4.401 -0.057 -0.038 0.040
H 5.090 2.726 -5.926 0.119 -0.014 -0.018
H 4.880 2.830 -4.174 -0.117 -0.059 -0.070
H 6.600 4.387 -4.209 0.019 0.028 -0.002
C -6.186 1.163 -5.656 -0.015 0.000 0.072
C -4.989 2.018 -5.281 0.086 -0.269 -0.023
O -4.332 1.524 -4.117 -0.031 0.182 -0.196
H -6.896 1.123 -4.830 -0.012 0.042 -0.005
H -6.693 1.561 -6.537 0.010 -0.014 -0.009
H -5.875 0.138 -5.871 0.011 0.015 -0.067
H -5.304 3.035 -5.051 0.049 0.019 0.053
H -4.277 2.062 -6.113 -0.062 0.092 -0.051
H -4.034 0.627 -4.300 -0.036 -0.054 0.146
C 1.281 -6.129 4.778 -0.051 0.043 -0.003
C 1.647 -5.395 3.501 -0.025 0.073 0.163
O 1.068 -4.093 3.457 0.196 -0.397 0.000
H 0.197 -6.212 4.869 -0.020 -0.039 -0.033
H 1.712 -7.131 4.793 0.005 0.004 0.011
H 1.643 -5.585 5.653 0.057 -0.029 -0.003
H 1.269 -5.930 2.631 -0.006 0.034 -0.053
H 2.735 -5.314 3.405 0.002 -0.085 -0.048
H 1.398 -3.594 4.213 -0.042 0.163 0.001
```
Forces are in eV/Å.

(2)
A cluster of 2 separate species, C5H11N in total in a non-equilibrium geometry, computed with wB97M-V/def2-TZVPD.

HOMO-LUMO gap = 10.3 eV
net charge = 0
2S+1 = 1
HOMO = -9.31 eV
SMILES = C1CN1.C=CC
F_max = 1.7 eV/A
relative energy (zero: lowest compared OMol25 entry of this formula, charge and spin) = 3.157 eV

Geometry as XYZ:
```
17
Properties=species:S:1:pos:R:3:forces:R:3
C -2.052 0.901 0.078 -0.728 -0.094 0.347
C -2.921 -0.259 -0.267 0.438 0.028 0.277
N -1.876 -0.399 0.743 -0.978 1.004 0.457
H -1.394 1.268 -0.702 0.124 -0.170 0.130
H -2.443 1.683 0.728 0.068 -0.161 -0.156
H -2.723 -0.732 -1.220 -0.243 0.013 -0.149
H -3.929 -0.306 0.123 -0.043 -0.091 -0.166
H -1.063 -0.887 0.440 -0.081 -0.317 -0.131
C 0.709 -0.628 -0.296 0.615 -0.807 0.323
C 1.946 -0.549 0.173 1.563 0.042 0.246
C 3.053 0.518 0.049 -0.957 -0.401 1.173
H 0.028 0.178 -0.391 0.450 0.946 -1.309
H 0.244 -1.612 -0.385 0.199 0.046 0.494
H 2.325 -1.401 0.760 0.011 -0.161 -0.959
H 2.748 1.450 -0.436 0.041 -0.201 0.082
H 3.440 0.709 1.068 -0.201 0.269 -0.416
H 3.906 0.066 -0.465 -0.277 0.056 -0.241
```
Forces are in eV/Å.

(3)
A structure of composition C29H65AsBrClCsN5O6Si5, computed with wB97M-V/def2-TZVPD.

HOMO-LUMO gap (spin up / spin down) = 5.2 / 4.9 eV
net charge = -2
2S+1 = 1
HOMO (spin up / spin down) = -1.89 / -1.65 eV
F_max = 0.6 eV/A
relative energy (zero: lowest compared OMol25 entry of this formula, charge and spin) = 0.000 eV

Geometry as XYZ:
```
114
Properties=species:S:1:pos:R:3:forces:R:3
Cs -0.157 -0.030 -0.325 0.285 -0.278 0.388
O -0.186 -0.442 -4.576 -0.107 -0.076 -0.103
Cl 0.801 0.128 -3.701 -0.059 0.005 0.168
O 1.867 0.710 -4.456 0.199 0.109 -0.137
O 1.321 -0.894 -2.811 -0.046 0.054 -0.145
O 0.161 1.159 -2.885 0.118 0.082 -0.360
N -0.253 0.153 3.094 0.000 0.059 0.031
C -1.282 -0.887 2.987 0.027 -0.009 -0.055
C -1.851 -1.397 4.326 -0.018 0.008 0.019
C -1.386 -2.798 4.727 0.027 -0.003 -0.005
C -1.668 -3.862 3.658 -0.032 -0.022 0.004
N -3.014 -3.822 3.076 0.016 -0.158 0.042
C -4.143 -4.057 3.864 -0.011 -0.050 0.054
N -4.000 -5.086 4.825 0.010 -0.013 0.004
N -4.982 -3.006 4.343 0.002 -0.026 -0.025
C -2.421 -0.422 2.043 0.075 0.016 0.073
O -3.383 -1.212 1.913 -0.067 0.175 -0.094
O -2.264 0.678 1.461 -0.315 0.039 0.249
H 0.400 -0.074 3.836 -0.019 -0.002 0.010
H -0.709 1.027 3.336 0.020 0.014 -0.039
H -0.814 -1.737 2.476 -0.006 0.066 -0.037
H -2.939 -1.401 4.252 0.039 0.008 0.027
H -1.588 -0.683 5.114 0.017 0.006 -0.014
H -1.884 -3.085 5.659 -0.008 -0.008 -0.001
H -0.308 -2.806 4.930 -0.007 0.024 0.006
H -1.473 -4.850 4.080 -0.014 -0.005 0.018
H -0.966 -3.758 2.830 0.012 -0.007 0.003
H -3.142 -2.982 2.513 -0.028 0.018 -0.037
H -3.537 -5.894 4.429 -0.002 0.009 0.000
H -4.906 -5.356 5.181 -0.005 0.006 0.000
H -5.043 -2.282 3.634 0.006 0.008 -0.002
H -4.579 -2.574 5.181 -0.014 0.009 0.006
C -4.758 5.152 0.311 0.026 -0.075 -0.015
Si -3.807 3.544 0.618 0.046 -0.012 0.010
C -5.036 2.298 1.286 -0.010 0.110 0.017
C -2.461 3.863 1.886 -0.010 0.068 0.005
As -2.680 2.683 -1.257 0.065 -0.090 -0.051
Si -4.346 1.484 -2.398 0.045 0.033 0.010
C -5.959 2.450 -2.597 0.032 -0.081 0.009
C -3.730 0.973 -4.098 -0.026 -0.004 0.065
C -4.639 -0.079 -1.407 0.010 0.042 0.004
Si -1.933 4.439 -2.621 -0.081 -0.026 -0.003
C -3.052 5.951 -2.810 0.062 -0.026 -0.004
C -1.536 3.786 -4.332 0.029 0.035 0.077
C -0.334 5.001 -1.807 -0.040 0.009 -0.005
H -5.295 5.438 1.222 0.003 -0.014 0.005
H -5.493 5.015 -0.485 -0.003 0.016 -0.008
H -4.109 5.981 0.029 0.025 -0.026 0.012
H -5.412 2.664 2.247 -0.011 0.017 -0.002
H -4.555 1.334 1.452 0.015 0.010 -0.020
H -5.893 2.174 0.621 0.008 -0.035 0.003
H -2.873 4.230 2.831 -0.014 0.015 -0.007
H -1.742 4.600 1.516 -0.011 -0.004 -0.004
H -1.940 2.920 2.069 -0.019 -0.004 -0.031
H -5.786 3.403 -3.100 0.025 0.011 -0.021
H -6.414 2.660 -1.627 0.002 0.011 0.008
H -6.677 1.876 -3.190 -0.001 -0.001 0.007
H -3.815 1.768 -4.839 0.006 0.048 -0.004
H -4.335 0.128 -4.443 -0.004 0.012 -0.009
H -2.689 0.644 -4.070 0.010 0.010 0.014
H -4.739 0.081 -0.333 -0.002 0.008 -0.059
H -3.793 -0.759 -1.534 0.001 0.013 -0.027
H -5.534 -0.592 -1.772 0.001 -0.007 0.001
H -4.065 5.674 -3.108 -0.013 -0.019 0.000
H -2.637 6.609 -3.581 -0.004 -0.006 -0.007
H -3.116 6.524 -1.884 -0.015 -0.016 0.008
H -2.436 3.617 -4.923 -0.050 -0.015 -0.021
H -0.977 2.851 -4.270 -0.015 -0.004 0.015
H -0.918 4.517 -4.863 -0.010 0.011 0.009
H -0.504 5.288 -0.766 0.012 -0.003 0.011
H 0.106 5.855 -2.330 -0.006 0.002 -0.010
H 0.385 4.179 -1.826 0.006 -0.008 0.002
C 2.274 3.551 3.994 0.031 0.016 -0.099
Si 2.403 4.124 2.209 0.019 0.002 0.020
C 1.329 5.647 1.960 0.021 -0.065 0.037
C 4.183 4.529 1.784 -0.072 -0.008 -0.002
C 1.777 2.714 1.105 -0.061 0.075 -0.024
H 2.660 4.298 4.692 0.005 0.015 -0.011
H 2.838 2.628 4.142 0.002 -0.006 -0.015
H 1.232 3.351 4.255 -0.006 -0.002 -0.003
H 1.731 6.497 2.517 -0.004 -0.004 0.013
H 0.309 5.469 2.307 0.007 -0.011 -0.015
H 1.282 5.928 0.906 0.012 -0.008 -0.016
H 4.554 5.355 2.397 0.003 0.001 0.002
H 4.280 4.811 0.734 -0.013 0.014 -0.004
H 4.821 3.659 1.946 -0.006 -0.008 0.010
H 1.299 3.101 0.200 0.004 0.093 0.018
H 1.006 2.180 1.675 -0.061 -0.021 -0.028
Br 4.501 -6.612 2.858 -0.002 0.012 -0.011
C 2.740 -4.767 1.996 -0.004 -0.004 0.004
C 2.539 -4.523 0.652 0.022 0.020 -0.034
C 1.990 -3.300 0.277 0.117 -0.081 0.077
N 1.657 -2.345 1.148 -0.165 0.077 -0.105
C 1.862 -2.605 2.440 0.034 -0.053 0.044
C 2.402 -3.793 2.915 -0.020 0.013 -0.004
H 2.807 -5.250 -0.106 0.000 -0.012 0.006
H 1.831 -3.065 -0.774 -0.065 -0.021 0.002
H 1.596 -1.807 3.127 -0.010 0.008 0.010
H 2.560 -3.937 3.978 0.005 -0.008 0.003
C 6.633 0.683 -0.049 -0.063 -0.026 0.001
Si 5.028 -0.272 0.196 0.039 0.036 0.008
C 4.586 -1.180 -1.369 0.016 0.020 0.007
C 5.213 -1.431 1.651 -0.053 0.055 -0.084
C 3.716 0.977 0.549 0.081 -0.061 -0.043
C 2.836 1.781 0.756 -0.034 -0.152 0.205
H 7.455 0.002 -0.285 0.001 -0.007 0.003
H 6.901 1.239 0.853 -0.005 -0.003 0.007
H 6.536 1.397 -0.870 -0.004 0.001 -0.004
H 5.354 -1.916 -1.624 0.001 -0.001 0.015
H 4.466 -0.494 -2.209 0.003 0.018 -0.005
H 3.640 -1.706 -1.248 -0.006 -0.005 -0.005
H 6.044 -2.122 1.496 0.007 0.001 -0.019
H 4.312 -2.031 1.792 0.041 0.019 -0.006
H 5.399 -0.877 2.573 0.000 0.010 0.011
```
Forces are in eV/Å.

(4)
A structure of composition C37H34Br2ClN5OPdSi in a non-equilibrium geometry, computed with wB97M-V/def2-TZVPD.

HOMO-LUMO gap (spin up / spin down) = 5.5 / 5.5 eV
net charge = 0
2S+1 = 1
HOMO (spin up / spin down) = -7.65 / -7.65 eV
F_max = 2.0 eV/A
relative energy (zero: lowest compared OMol25 entry of this formula, charge and spin) = 1.451 eV

Geometry as XYZ:
```
82
Properties=species:S:1:pos:R:3:forces:R:3
Pd 0.033 0.728 0.707 0.655 0.466 0.108
C 1.111 -0.985 1.196 -0.435 0.585 -0.137
Si 0.680 -2.232 -0.132 -0.219 -0.551 -0.288
C -1.139 -1.880 -0.598 0.363 -0.205 -0.087
N -1.405 -0.464 -0.923 0.823 0.367 1.274
C -2.848 -0.122 -0.818 -0.292 0.377 0.084
C -3.461 0.366 -2.127 0.098 -0.222 -0.071
C -3.126 -0.603 -3.258 0.073 0.111 -0.024
C -1.598 -0.724 -3.420 -0.100 -0.036 0.295
C -0.854 -0.091 -2.236 0.077 -0.026 -0.500
C 1.831 -2.218 -1.623 -0.077 0.188 0.301
C 1.482 -2.883 -2.802 -0.115 0.012 0.064
C 2.347 -2.929 -3.883 -0.029 -0.078 -0.063
C 3.595 -2.327 -3.798 0.014 0.041 0.065
C 3.960 -1.669 -2.634 0.067 -0.033 -0.014
C 3.084 -1.611 -1.561 -0.047 0.008 0.059
C 0.672 -4.006 0.527 0.066 0.305 0.015
C -0.167 -4.376 1.581 -0.007 0.076 -0.041
C -0.189 -5.676 2.059 -0.100 -0.052 0.099
C 0.634 -6.639 1.494 0.059 0.077 -0.075
C 1.486 -6.287 0.457 -0.019 -0.090 0.031
C 1.506 -4.984 -0.017 0.016 0.050 -0.054
H 2.161 -0.692 1.179 -0.064 0.145 0.054
H 0.852 -1.293 2.209 -0.052 0.020 -0.008
H -1.748 -2.146 0.270 0.059 -0.023 0.039
H -1.463 -2.538 -1.417 -0.110 0.015 0.033
H -2.984 0.650 -0.057 0.031 -0.116 -0.010
H -3.393 -1.006 -0.482 0.085 -0.025 -0.003
H -3.095 1.367 -2.368 -0.057 0.037 0.016
H -4.542 0.434 -1.997 0.011 0.075 0.063
H -3.588 -0.259 -4.184 -0.008 -0.086 -0.024
H -3.556 -1.581 -3.027 -0.045 0.013 0.008
H -1.257 -0.206 -4.318 0.036 -0.029 -0.005
H -1.304 -1.769 -3.525 0.008 0.017 -0.094
H -0.904 0.992 -2.328 0.048 -0.059 0.063
H 0.194 -0.379 -2.274 -0.001 0.141 0.089
H 0.520 -3.380 -2.873 -0.011 -0.018 -0.033
H 2.052 -3.445 -4.787 0.004 -0.004 -0.009
H 4.279 -2.370 -4.635 -0.012 0.005 -0.016
H 4.929 -1.193 -2.558 0.008 0.005 -0.016
H 3.379 -1.071 -0.670 0.026 0.044 -0.021
H -0.815 -3.634 2.038 -0.029 -0.023 0.041
H -0.850 -5.941 2.874 0.001 0.006 0.006
H 0.616 -7.657 1.861 -0.003 -0.002 0.015
H 2.136 -7.031 0.014 0.017 -0.004 0.000
H 2.178 -4.720 -0.824 0.014 -0.041 -0.008
Br 3.500 1.862 -2.879 0.115 0.022 -0.136
C 1.973 2.858 -2.431 -0.495 -0.574 0.780
C 1.724 4.075 -3.042 -0.540 0.460 0.198
C 0.606 4.801 -2.691 0.377 -0.050 -0.302
Br 0.336 6.471 -3.538 -0.063 0.135 -0.060
C -0.317 4.330 -1.736 0.442 -0.219 -0.168
C -1.474 5.018 -1.353 -0.615 -0.398 0.675
C -2.307 4.449 -0.407 0.066 0.955 -0.779
C -1.999 3.209 0.116 0.627 -1.166 0.131
N -0.909 2.523 -0.215 -0.417 0.756 0.366
C -0.053 3.071 -1.117 0.087 0.180 -0.189
C 1.122 2.307 -1.442 0.759 0.160 -0.612
O 1.379 1.176 -0.893 -0.265 -0.288 0.100
H 2.411 4.466 -3.779 0.023 -0.026 -0.017
H -1.720 5.971 -1.798 0.076 0.046 0.003
H -3.201 4.967 -0.091 -0.043 -0.065 0.034
H -2.662 2.729 0.826 -0.020 0.080 0.071
N 2.848 1.896 6.284 -0.016 -0.017 -0.171
C 2.776 2.060 5.138 -0.196 -0.127 0.513
N 2.774 2.294 3.862 0.295 0.183 -0.620
C 2.070 2.026 2.865 0.041 -0.212 0.241
N 1.536 1.898 1.821 -1.581 -0.956 -0.792
Cl -0.165 3.791 7.198 0.062 0.093 0.136
C -0.436 2.865 5.774 -0.019 -0.227 -0.273
C -0.737 3.509 4.580 -0.008 0.039 0.111
C -1.017 2.761 3.456 -0.077 -0.301 -0.055
C -0.970 1.359 3.478 0.149 0.407 0.527
C -1.334 0.567 2.299 0.460 -0.446 -0.607
C -0.590 0.744 4.677 -0.191 -0.073 -0.359
C -0.345 1.480 5.820 0.076 0.184 0.189
H -0.750 4.589 4.538 -0.046 0.014 0.042
H -1.253 3.271 2.533 0.018 0.035 -0.002
H -2.264 0.921 1.851 0.118 -0.057 -0.190
H -1.403 -0.497 2.525 -0.049 0.011 -0.037
H -0.518 -0.337 4.713 0.011 -0.008 0.039
H -0.062 0.998 6.744 0.013 -0.015 -0.010
```
Forces are in eV/Å.

(5)
An isolated molecule of C3H3N3O, computed with wB97M-V/def2-TZVPD.

HOMO-LUMO gap (spin up / spin down) = 8.0 / 8.0 eV
net charge = 0
2S+1 = 1
HOMO (spin up / spin down) = -8.74 / -8.74 eV
F_max = 1.0 eV/A
relative energy (zero: lowest compared OMol25 entry of this formula, charge and spin) = 4.206 eV

Geometry as XYZ:
```
10
Properties=species:S:1:pos:R:3:forces:R:3
O -0.116 2.570 1.663 0.208 -0.464 -0.152
C 0.334 1.461 1.534 -0.129 0.454 0.084
N -0.025 0.612 0.457 0.102 -0.236 0.093
C -0.650 -0.229 -2.130 0.157 -0.730 0.611
N -0.328 -1.099 -1.402 -0.215 0.797 -0.532
C 0.214 -1.501 -0.252 0.085 -0.118 0.123
N 0.412 -0.565 0.691 -0.135 0.074 -0.261
H 1.068 1.017 2.237 -0.150 0.012 -0.069
H -1.434 0.257 -2.682 0.090 0.045 0.127
H 0.526 -2.523 -0.117 -0.014 0.167 -0.024
```
Forces are in eV/Å.